No. 1
The following is a DFT calculation (ωB97M-V/def2-TZVPD) of a cluster of 2 separate species, C9H11BO3 in total in a non-equilibrium geometry.

Kohn-Sham gap (alpha / beta) ... 8.66 / 8.66 eV
Energy relative to the best compared isomer or geometry (same formula, charge and spin) ... 373.67 kJ/mol
2S+1 ... 1

```
24
C9H11BO3, DFT ωB97M-V/def2-TZVPD
B -0.55 1.76 -3.11
C 1.99 -0.79 0.67
C 1.07 -1.20 1.53
C 1.63 0.01 -0.48
C -0.23 -0.73 1.38
C -1.09 -0.80 2.61
C 0.89 1.40 -2.87
C 0.32 0.41 -0.65
C -0.65 0.01 0.30
C -0.75 -1.78 3.66
O -2.11 -0.15 2.62
O -1.20 2.76 -2.36
O -1.28 1.12 -4.17
H 3.07 -1.05 0.57
H 1.26 -1.96 2.25
H 2.46 0.25 -1.24
H 1.70 2.15 -2.62
H 1.45 0.46 -3.12
H -1.67 0.27 0.34
H -0.84 -2.82 3.25
H -1.46 -1.80 4.44
H 0.33 -1.73 3.97
H -2.10 2.90 -2.70
H -2.20 1.30 -4.26
```

No. 2
The following is a DFT calculation (ωB97M-V/def2-TZVPD) of the ion C9H11BrClF2I2NO3PS with charge +1 in a non-equilibrium geometry.

Kohn-Sham gap ... 7.42 eV
Charge ... +1
2S+1 ... 1

```
32
C9H11BrClF2I2NO3PS, DFT ωB97M-V/def2-TZVPD
C -2.09 2.18 0.54
C -1.14 2.71 -0.52
I -1.41 4.77 -1.02
C -0.20 1.96 -1.07
I 1.11 2.91 -2.49
C 0.02 0.45 -0.71
C -1.20 -0.49 -0.61
P -0.90 -2.30 -0.46
O -2.21 -2.94 -0.60
O 0.07 -2.91 -1.59
O -0.30 -2.71 0.95
N 0.75 -0.06 -1.92
Br -0.07 -0.31 -3.60
C 2.01 -0.41 -1.87
Cl 2.87 -0.99 -3.19
S 2.65 -0.22 -0.25
C 1.10 0.47 0.45
F 1.50 1.80 0.65
C 0.71 0.04 1.88
C 1.87 -0.62 2.64
F 2.11 -1.91 2.21
H -2.77 2.99 0.83
H -1.55 1.83 1.42
H -2.74 1.41 0.10
H -1.83 -0.25 0.25
H -1.86 -0.37 -1.48
H -0.45 -3.25 -2.35
H -0.79 -3.52 1.20
H -0.22 -0.53 1.95
H 0.53 0.98 2.43
H 1.63 -0.67 3.71
H 2.78 -0.01 2.53
```

No. 3
The following is a DFT calculation (ωB97M-V/def2-TZVPD) of a structure of composition C9H11BrFO3P in a non-equilibrium geometry.

Kohn-Sham gap ... 8.07 eV
Energy relative to the best compared isomer or geometry (same formula, charge and spin) ... 237.61 kJ/mol
2S+1 ... 1

```
26
C9H11BrFO3P, DFT ωB97M-V/def2-TZVPD
C 3.22 -1.50 -0.12
C 2.82 -0.53 0.74
C 2.34 -2.45 -0.69
C 1.45 -0.46 1.08
C 0.93 -2.29 -0.46
C 0.57 -1.31 0.42
C -0.05 1.34 -1.94
C -2.00 2.19 1.85
C -3.17 0.29 -0.53
O -0.84 -1.17 0.61
O -0.39 1.12 -0.58
O -1.47 0.90 1.57
F -3.17 -0.20 -1.82
P -1.48 0.18 0.16
Br -4.18 -0.95 0.53
H 4.25 -1.46 -0.49
H 3.49 -0.05 1.43
H 2.79 -3.10 -1.37
H 1.17 0.27 1.71
H 0.10 -2.88 -0.92
H -0.87 1.74 -2.48
H 0.27 0.53 -2.41
H 0.72 2.18 -1.97
H -2.54 2.23 2.73
H -2.71 2.41 1.12
H -1.26 2.98 1.84
```

No. 4
The following is a DFT calculation (ωB97M-V/def2-TZVPD) of a cluster of 2 separate species, C9H11ClO2P in total in a non-equilibrium geometry.

Kohn-Sham gap (alpha / beta) ... 7.21 / 6.18 eV
Energy relative to the best compared isomer or geometry (same formula, charge and spin) ... 139.90 kJ/mol
Charge ... -1
2S+1 ... 1

```
24
C9H11ClO2P, DFT ωB97M-V/def2-TZVPD
C 0.53 1.75 -0.24
C -0.83 0.41 -1.71
C -0.18 2.92 -0.58
C -1.36 1.59 -2.22
C 0.25 0.47 -0.81
C -1.05 2.79 -1.71
C 0.79 -1.96 -1.26
C 0.15 -0.56 2.42
C 0.98 -0.66 -0.47
O -0.55 -1.75 4.58
O 1.21 -3.00 3.14
P 0.01 -2.15 3.22
Cl -1.88 4.20 -2.45
H 1.33 1.73 0.53
H -1.15 -0.60 -2.10
H 0.13 3.91 -0.27
H -2.00 1.48 -3.17
H 0.14 -2.63 -0.66
H 1.76 -2.41 -1.42
H 0.23 -1.77 -2.17
H -0.75 0.02 2.35
H 1.20 -0.17 2.40
H 1.95 -0.60 0.04
H -0.91 -3.01 2.57
```

No. 5
The following is a DFT calculation (ωB97M-V/def2-TZVPD) of a cluster of 2 separate species, C9H11F9NO3S in total in a non-equilibrium geometry.

Kohn-Sham gap ... 2.87 eV
Charge ... -1
2S+1 ... 1

```
34
C9H11F9NO3S, DFT ωB97M-V/def2-TZVPD
F 0.96 0.44 2.68
C -0.18 -0.22 2.31
F -1.17 0.54 2.79
C -0.14 -0.30 0.79
C -1.31 0.46 0.13
C -1.14 0.62 -1.39
C -0.58 -0.57 -2.20
C 0.86 -0.16 -2.39
N 1.09 1.08 -2.13
C -0.15 1.74 -1.76
C -0.07 -1.57 3.06
F 1.09 -2.16 2.74
F 0.01 -1.32 4.38
S -1.45 -2.83 2.80
F -0.78 -3.37 1.47
F -0.60 -3.88 3.65
F -2.16 -2.39 4.15
F -2.37 -1.81 2.02
F -2.56 -3.94 2.61
H -0.11 -1.32 0.41
H 0.77 0.19 0.43
H -2.24 -0.06 0.35
H -1.34 1.46 0.55
H -2.11 0.98 -1.73
H -1.05 -0.67 -3.18
H -0.61 -1.53 -1.69
H 1.59 -0.88 -2.72
H 2.01 1.54 -2.17
H -0.07 2.58 -1.08
H -0.50 2.18 -2.70
C 3.60 3.81 -3.08
O 4.09 3.86 -4.24
O 3.31 4.85 -2.37
O 3.34 2.66 -2.48
```

No. 6
The following is a DFT calculation (ωB97M-V/def2-TZVPD) of a structure of composition C9H11F9NO6S3 in a non-equilibrium geometry.

Kohn-Sham gap ... 9.18 eV
Charge ... -1
2S+1 ... 1

```
39
C9H11F9NO6S3, DFT ωB97M-V/def2-TZVPD
C 1.91 1.67 1.11
S 1.14 0.20 0.44
O 2.16 -0.42 -0.39
O -0.03 0.65 -0.28
N 0.61 -0.73 1.64
S 1.72 -1.30 2.63
O 2.73 -0.35 3.02
O 1.07 -2.00 3.71
C 2.72 -2.66 1.81
F 3.26 -3.37 2.84
F 3.75 -2.13 1.13
C 1.94 -3.68 0.95
F 1.09 -3.12 0.07
F 1.21 -4.43 1.81
C 2.84 -4.67 0.15
F 2.06 -5.74 -0.14
F 3.86 -5.10 0.91
C 3.39 -4.13 -1.22
F 2.73 -4.70 -2.24
F 4.69 -4.48 -1.33
F 3.31 -2.81 -1.32
H 1.52 1.92 2.08
H 1.74 2.45 0.38
H 2.97 1.47 1.16
C -3.72 1.87 -1.37
C -4.89 2.87 -1.45
C -4.43 4.16 -0.77
S -2.64 4.22 -0.95
O -2.05 4.14 0.36
O -2.28 5.29 -1.85
C -2.47 2.64 -1.78
H -3.88 1.01 -2.01
H -3.61 1.51 -0.35
H -5.12 3.07 -2.50
H -5.79 2.48 -0.99
H -4.85 5.05 -1.23
H -4.65 4.16 0.30
H -1.54 2.16 -1.47
H -2.46 2.84 -2.85
```

No. 7
The following is a DFT calculation (ωB97M-V/def2-TZVPD) of a cluster of 2 separate species, C9H11IN2S in total in a non-equilibrium geometry.

Kohn-Sham gap (alpha / beta) ... 6.62 / 6.73 eV
Energy relative to the best compared isomer or geometry (same formula, charge and spin) ... 180.58 kJ/mol
2S+1 ... 1

```
24
C9H11IN2S, DFT ωB97M-V/def2-TZVPD
C -0.03 3.36 -0.49
C 0.50 3.83 0.69
C 0.36 2.06 -0.81
C 1.16 2.96 1.56
C 1.36 1.39 -0.11
C -0.70 -0.95 -0.08
C -0.06 -3.36 -0.43
C -2.28 -2.78 0.16
C 1.97 0.25 -0.60
N 1.72 1.84 1.22
N -0.97 -2.27 -0.12
S -1.52 0.41 0.08
I 3.50 -0.70 0.47
H -0.82 3.86 -1.11
H 0.18 4.73 1.13
H 0.20 1.56 -1.69
H 1.55 3.15 2.51
H -0.56 -3.77 -1.29
H 0.90 -2.85 -0.76
H -0.04 -3.81 0.46
H -2.28 -3.52 0.98
H -3.03 -1.96 0.37
H -2.84 -3.22 -0.64
H 1.72 -0.20 -1.50
```

No. 8
The following is a DFT calculation (ωB97M-V/def2-TZVPD) of an isolated molecule of C9H11IN6OS in a non-equilibrium geometry.

SMILES string ... CC(=O)N(I)CCSc1nc(N)c2[nH]cnc2n1
Kohn-Sham gap ... 7.36 eV
Energy relative to the best compared isomer or geometry (same formula, charge and spin) ... 15.27 kJ/mol
2S+1 ... 1

```
29
C9H11IN6OS, DFT ωB97M-V/def2-TZVPD
C -5.33 2.19 -0.27
C -3.79 2.14 -0.28
O -3.26 2.07 -1.37
N -2.95 2.22 0.84
I -3.79 2.11 2.79
C -1.51 2.51 0.77
C -0.65 1.24 0.52
S 1.14 1.64 0.69
C 1.90 0.07 0.27
N 1.17 -0.88 -0.33
C 1.76 -2.01 -0.63
N 0.91 -2.89 -1.19
C 3.11 -2.23 -0.38
N 4.08 -3.21 -0.53
C 5.25 -2.76 0.04
N 5.12 -1.57 0.52
C 3.79 -1.21 0.25
N 3.20 -0.09 0.59
H -5.81 1.43 0.35
H -5.72 2.13 -1.31
H -5.58 3.17 0.15
H -1.34 3.24 -0.05
H -1.17 2.98 1.69
H -0.97 0.48 1.24
H -0.84 0.88 -0.48
H 0.02 -2.46 -1.43
H 1.25 -3.74 -1.67
H 3.86 -4.12 -0.91
H 6.17 -3.32 0.12
```

No. 9
The following is a DFT calculation (ωB97M-V/def2-TZVPD) of a structure of composition C9H11N2O10P2W in a non-equilibrium geometry.

Kohn-Sham gap (alpha / beta) ... 4.37 / 4.95 eV
Energy relative to the best compared isomer or geometry (same formula, charge and spin) ... 164.96 kJ/mol
Charge ... +1
2S+1 ... 1

```
35
C9H11N2O10P2W, DFT ωB97M-V/def2-TZVPD
W 0.03 0.34 -0.26
O -3.10 2.52 -0.92
C -2.02 2.11 -1.12
O -1.62 0.76 -1.09
C -0.74 2.94 -1.30
C -0.62 4.31 -1.32
C 0.69 4.82 -1.36
C 1.81 3.97 -1.36
C 1.55 2.62 -1.32
N 0.32 2.16 -1.30
C 2.54 1.48 -1.15
O 3.71 1.59 -1.16
O 1.84 0.33 -0.92
H -1.49 4.95 -1.28
H 0.84 5.89 -1.37
H 2.83 4.33 -1.37
N -1.89 -3.09 1.85
C -0.74 -3.31 0.94
C 0.46 -3.95 1.56
P 0.30 0.41 2.40
O 1.42 -0.71 2.05
O -0.82 -0.30 1.38
O 0.64 1.49 1.16
P -1.02 -2.71 -0.58
O -0.39 -3.78 -1.57
O -2.45 -2.32 -0.71
O 0.00 -1.40 -0.86
H -1.76 -2.32 2.50
H -2.13 -3.93 2.38
H -2.68 -2.84 1.23
H 0.73 -3.52 2.53
H 1.33 -3.82 0.91
H 0.33 -5.03 1.70
H 2.34 -0.47 2.26
H -0.25 -3.52 -2.49
```

No. 10
The following is a DFT calculation (ωB97M-V/def2-TZVPD) of a structure of composition C9H11N2S in a non-equilibrium geometry.

Kohn-Sham gap ... 9.49 eV
Energy relative to the best compared isomer or geometry (same formula, charge and spin) ... 46.50 kJ/mol
Charge ... +1
2S+1 ... 1

```
23
C9H11N2S, DFT ωB97M-V/def2-TZVPD
C -3.04 -0.86 -0.60
C -2.52 0.36 -1.02
C -2.26 -1.72 0.15
C -1.24 0.72 -0.67
C -0.97 -1.37 0.50
C -0.45 -0.14 0.10
C 2.80 -1.05 0.60
C 1.97 0.65 -1.18
C 0.93 0.25 0.47
N 1.72 -0.66 1.12
N 0.92 1.56 1.24
S 3.36 -0.42 -0.92
H -4.04 -1.14 -0.88
H -3.12 1.03 -1.61
H -2.65 -2.67 0.47
H -0.83 1.66 -1.03
H -0.35 -2.03 1.09
H 3.42 -1.78 1.08
H 1.36 0.35 -2.01
H 2.24 1.70 -1.18
H 0.57 1.37 2.19
H 0.30 2.24 0.77
H 1.87 1.95 1.32
```

No. 11
The following is a DFT calculation (ωB97M-V/def2-TZVPD) of an isolated molecule of C9H11N3 in a non-equilibrium geometry.

Kohn-Sham gap (alpha / beta) ... 6.50 / 6.54 eV
Energy relative to the best compared isomer or geometry (same formula, charge and spin) ... 472.75 kJ/mol
2S+1 ... 1

```
23
C9H11N3, DFT ωB97M-V/def2-TZVPD
C 3.39 1.01 -0.67
C 3.90 -0.04 0.05
C 1.72 -0.29 -0.35
C -0.11 -1.98 0.12
C 0.39 -0.71 -0.27
C -1.47 -2.19 -0.09
C -2.19 -0.05 -0.70
C -2.51 1.72 1.02
C -2.66 1.34 -0.46
N 2.10 0.89 -0.90
N -2.26 -1.16 -0.22
N 2.80 -0.89 0.22
H 4.11 1.72 -1.17
H 4.82 -0.27 0.44
H 0.52 -2.70 0.45
H -0.27 -0.02 -0.72
H -1.97 -3.11 0.32
H -1.76 1.06 1.46
H -3.52 1.61 1.54
H -2.06 2.69 1.17
H -2.09 1.79 -1.28
H -3.75 1.40 -0.70
H 2.87 -1.82 0.73
```

No. 12
The following is a DFT calculation (ωB97M-V/def2-TZVPD) of an isolated molecule of C9H11N3O in a non-equilibrium geometry.

SMILES string ... [H]/N=C1/C=C(n2ccnc2)C(C)(C)O1
Kohn-Sham gap ... 8.97 eV
Energy relative to the best compared isomer or geometry (same formula, charge and spin) ... 158.67 kJ/mol
2S+1 ... 1

```
24
C9H11N3O, DFT ωB97M-V/def2-TZVPD
H -3.95 1.95 -0.13
N -3.09 2.48 -0.02
C -2.03 1.78 0.01
C -0.71 2.20 0.30
C 0.06 1.03 0.39
N 1.43 1.01 0.27
C 2.33 -0.07 0.46
C 3.49 0.27 -0.15
N 3.39 1.58 -0.57
C 2.18 1.96 -0.36
C -0.80 -0.15 0.06
C -0.37 -0.91 -1.26
C -0.99 -1.36 1.10
O -2.06 0.43 -0.10
H -0.28 3.12 0.24
H 2.10 -1.04 1.00
H 4.58 -0.14 -0.16
H 1.70 2.91 -0.64
H 0.65 -1.35 -1.08
H -0.19 -0.29 -2.10
H -1.12 -1.66 -1.64
H -1.93 -1.75 0.90
H -0.92 -0.95 2.07
H -0.30 -2.25 1.21
```

No. 13
The following is a DFT calculation (ωB97M-V/def2-TZVPD) of an isolated molecule of C9H11N5O6 in a non-equilibrium geometry.

SMILES string ... CC(C)[NH2+][C@@H]1C(=[N+]([O-])[O-])C=C([N+](=O)[O-])c2no[n+]([O-])c21
Kohn-Sham gap ... 7.45 eV
Energy relative to the best compared isomer or geometry (same formula, charge and spin) ... 255.65 kJ/mol
2S+1 ... 1

```
31
C9H11N5O6, DFT ωB97M-V/def2-TZVPD
C 0.11 0.54 -3.10
C -0.24 1.04 -1.70
C -1.41 2.02 -1.77
N 0.95 1.67 -1.00
C 1.81 1.06 0.48
C 2.38 -0.31 0.26
N 3.24 -0.46 -0.86
O 3.81 -1.55 -1.07
O 3.39 0.52 -1.66
C 2.06 -1.40 1.05
C 1.18 -1.31 2.16
N 0.76 -2.52 2.86
O -0.06 -2.47 3.80
O 1.25 -3.59 2.44
C 0.71 0.03 2.54
N -0.13 0.41 3.56
O -0.27 1.79 3.40
N 0.44 2.23 2.27
O 0.44 3.39 1.94
C 1.07 1.12 1.75
H -0.70 -0.14 -3.43
H 0.17 1.38 -3.81
H 1.05 -0.01 -3.13
H -0.55 0.18 -1.10
H -2.32 1.45 -2.02
H -1.57 2.54 -0.81
H -1.22 2.78 -2.56
H 0.74 2.67 -0.87
H 1.75 1.64 -1.66
H 2.59 1.90 0.44
H 2.45 -2.37 0.81
```

No. 14
The following is a DFT calculation (ωB97M-V/def2-TZVPD) of a cluster of 2 separate species, C9H11NO in total in a non-equilibrium geometry.

SMILES string ... Cc1c[nH]c2ccccc12.O
Kohn-Sham gap ... 8.64 eV
Energy relative to the best compared isomer or geometry (same formula, charge and spin) ... 28.26 kJ/mol
2S+1 ... 1

```
22
C9H11NO, DFT ωB97M-V/def2-TZVPD
C -2.46 -1.52 -1.06
C -1.40 -1.11 -0.06
C -1.35 -1.40 1.32
N -0.24 -0.80 1.88
C 0.60 -0.25 0.91
C 1.88 0.33 0.91
C 2.49 0.71 -0.31
C 1.81 0.59 -1.55
C 0.48 0.03 -1.57
C -0.11 -0.42 -0.34
H -3.35 -1.84 -0.48
H -2.15 -2.35 -1.71
H -2.75 -0.66 -1.70
H -2.13 -1.90 1.90
H -0.19 -0.76 2.90
H 2.40 0.38 1.88
H 3.53 1.05 -0.39
H 2.40 0.82 -2.45
H 0.01 -0.16 -2.54
O 0.39 3.03 1.15
H 0.04 3.88 0.78
H 0.09 2.34 0.52
```

No. 15
The following is a DFT calculation (ωB97M-V/def2-TZVPD) of an isolated molecule of C9H11NO7 in a non-equilibrium geometry.

SMILES string ... O=C(O)C(=O)N[C@@H]1CC(C(=O)O)=C[C@@H](O)[C@H]1O
Kohn-Sham gap ... 9.52 eV
2S+1 ... 1

```
28
C9H11NO7, DFT ωB97M-V/def2-TZVPD
O -4.01 -0.82 -1.46
C -3.84 -1.54 -0.50
O -4.74 -2.47 -0.01
C -2.61 -1.23 0.23
O -2.22 -2.01 1.09
N -1.66 -0.32 -0.22
C -0.26 -0.21 0.02
C 0.11 1.19 0.72
C 1.60 1.34 1.00
C 2.14 2.37 2.02
O 3.25 2.12 2.51
O 1.33 3.21 2.55
C 2.49 0.76 0.08
C 2.02 -0.03 -1.18
O 2.92 -1.13 -1.24
C 0.52 -0.47 -1.30
O 0.52 -1.87 -1.46
H -5.44 -2.52 -0.69
H -2.02 0.28 -1.00
H -0.12 -0.99 0.78
H -0.30 1.13 1.64
H -0.40 2.02 0.29
H 1.79 3.60 3.28
H 3.53 0.92 0.21
H 2.11 0.62 -2.01
H 2.70 -1.92 -0.77
H 0.05 0.10 -2.21
H 0.54 -2.15 -2.38
```

No. 16
The following is a DFT calculation (ωB97M-V/def2-TZVPD) of a cluster of 2 separate species, C9H11O2 in total in a non-equilibrium geometry.

Kohn-Sham gap ... 7.48 eV
Energy relative to the best compared isomer or geometry (same formula, charge and spin) ... 30.79 kJ/mol
Charge ... -1
2S+1 ... 1

```
22
C9H11O2, DFT ωB97M-V/def2-TZVPD
C 2.57 3.68 1.42
C 2.10 2.20 1.21
O 1.39 1.72 2.12
O 2.55 1.64 0.18
H 3.05 4.10 0.53
H 3.37 3.69 2.17
H 1.77 4.35 1.73
C -2.39 -2.99 0.31
C 0.56 -0.64 -0.33
C -0.31 -1.57 0.21
C 0.10 0.02 -1.49
C -1.55 -1.93 -0.37
C -1.10 -0.30 -2.05
C -1.98 -1.26 -1.49
H 1.45 -0.41 0.22
H 0.07 -2.18 1.03
H 0.64 0.87 -1.89
H -1.52 0.21 -2.91
H -1.92 -3.33 1.23
H -2.53 -3.83 -0.37
H -2.93 -1.43 -1.98
H -3.39 -2.62 0.51
```

No. 17
The following is a DFT calculation (ωB97M-V/def2-TZVPD) of a cluster of 2 separate species, C9H11O3 in total in a non-equilibrium geometry.

Kohn-Sham gap ... 7.40 eV
Energy relative to the best compared isomer or geometry (same formula, charge and spin) ... 175.10 kJ/mol
Charge ... -1
2S+1 ... 1

```
23
C9H11O3, DFT ωB97M-V/def2-TZVPD
C 2.73 2.33 -1.60
C -0.45 0.90 0.82
C -0.02 0.13 -0.21
C 0.12 2.12 1.11
C 0.96 0.59 -1.09
C 1.15 2.52 0.22
C 1.59 1.77 -0.85
O -1.14 0.42 1.86
H -1.28 -0.76 1.88
H -0.40 -0.93 -0.14
H -0.10 2.66 1.99
H 1.20 -0.08 -1.96
H 1.68 3.37 0.56
H 3.68 1.79 -1.23
H 2.92 3.40 -1.72
H 2.80 2.12 -2.75
C -2.45 -3.83 0.42
C -1.84 -2.42 0.48
O -1.11 -2.04 1.44
O -2.26 -1.57 -0.38
H -3.36 -3.83 -0.18
H -2.62 -4.21 1.42
H -1.79 -4.47 -0.10
```

No. 18
The following is a DFT calculation (ωB97M-V/def2-TZVPD) of a cluster of 2 separate species, C9H11O3 in total in a non-equilibrium geometry.

Kohn-Sham gap ... 7.94 eV
Energy relative to the best compared isomer or geometry (same formula, charge and spin) ... 214.19 kJ/mol
Charge ... -1
2S+1 ... 1

```
23
C9H11O3, DFT ωB97M-V/def2-TZVPD
C 0.50 -3.08 2.68
C 0.34 0.61 0.42
C -0.50 0.27 1.49
C 1.18 -0.46 0.01
C -0.50 -0.88 2.19
C 1.31 -1.65 0.77
C 0.34 -1.94 1.67
O 0.23 1.76 -0.21
H 0.31 1.79 -1.28
H -1.24 0.96 1.59
H 1.83 -0.45 -0.75
H -1.03 -0.85 3.18
H 2.17 -2.28 0.68
H 0.88 -4.06 2.53
H -0.46 -3.30 3.21
H 1.04 -2.56 3.44
C -1.45 2.69 -2.76
C -0.26 1.83 -3.52
O 0.70 1.52 -2.69
O -0.35 1.46 -4.63
H -1.20 2.62 -1.70
H -2.36 2.31 -3.12
H -1.46 3.68 -3.20
```